CHBrClNO | ωB97M-V with the def2-TZVPD basis set

Properties
HOMO-LUMO gap (spin up / spin down) in eV: 8.66 / 7.09
Total charge: 0
2S+1: 3
E_HOMO (spin up / spin down) in eV: -7.848 / -10.288

Each line ends with the Löwdin spin population.
Geometry (Å):
C: -0.476640 0.052138 0.288727  0.52
N: -0.192998 1.214179 0.288046  0.41
O: 0.251473 2.188368 -0.238145  0.59
Cl: -1.281042 -1.091226 1.301252  0.19
Br: 1.483290 -1.493682 -0.682920  0.26
H: 0.215917 -0.869777 -0.956961  0.03

Force components x, y, z for each atom (eV/Å):
C -0.7198 -3.7324 -2.1599
N -1.0108 1.6992 3.2149
O 1.0967 1.5401 -1.4707
Cl -0.0509 0.8472 0.5582
Br 1.6484 -0.8759 -0.2550
H -0.9636 0.5219 0.1125

C26H40NO4P2SeV | ωB97M-V with the def2-TZVPD basis set

Properties
HOMO-LUMO gap (spin up / spin down) in eV: 7.10 / 7.71
Total charge: +1
2S+1: 2
E_HOMO (spin up / spin down) in eV: -11.423 / -11.358

Each line ends with the Löwdin spin population.
Geometry (Å):
V: 0.319786 0.657187 -1.276620  1.15
C: -2.171216 4.018429 1.521408  0.00
C: -0.976863 3.492373 0.724712  -0.01
C: 0.355958 4.000819 1.281206  0.00
P: -0.916981 1.676710 0.523557  -0.01
C: -1.373893 0.723117 2.039869  0.00
C: -0.559997 1.186312 3.250313  0.00
C: -2.873242 0.714958 2.337583  0.00
C: -2.098273 1.203926 -0.772582  -0.01
C: -3.045612 2.057728 -1.360524  0.01
C: -3.870996 1.613735 -2.370840  -0.01
C: -4.901063 2.508123 -2.995724  0.00
C: -3.723603 0.291716 -2.833667  0.00
C: -2.756149 -0.545816 -2.341025  0.00
C: -1.924124 -0.093300 -1.303859  -0.01
N: -0.754714 -0.763359 -0.891200  -0.08
C: -0.603298 -2.086461 -0.474925  0.00
C: -1.643931 -2.989081 -0.315897  -0.01
C: -1.336666 -4.288277 0.068516  0.00
C: -0.031067 -4.699017 0.301877  -0.01
C: 0.281824 -6.121135 0.683466  0.00
C: 0.994522 -3.761055 0.172658  0.00
C: 0.718199 -2.455439 -0.204867  -0.01
P: 1.846004 -1.053774 -0.370018  -0.02
C: 3.249271 -1.569170 -1.448705  -0.01
C: 4.309039 -2.404404 -0.727204  0.00
C: 3.886036 -0.384465 -2.180166  0.00
C: 2.350056 -0.588205 1.341537  0.00
C: 2.752930 -1.746613 2.252230  0.00
C: 3.397604 0.526420 1.337571  0.00
H: -2.197181 5.105865 1.440680  0.00
H: -3.126889 3.633616 1.165273  0.00
H: -2.083725 3.775013 2.580417  0.00
H: -1.036769 3.828608 -0.315673  0.00
H: 0.501970 3.701185 2.320475  0.00
H: 1.195571 3.639900 0.687125  0.00
H: 0.359844 5.090489 1.248420  0.00
H: -1.066500 -0.296010 1.780012  0.00
H: -0.894568 2.163335 3.598663  0.00
H: -0.704853 0.480589 4.068980  0.00
H: 0.510381 1.255251 3.047885  0.00
H: -3.228727 1.703987 2.623043  0.00
H: -3.461017 0.371677 1.486070  0.00
H: -3.066658 0.040209 3.173150  0.00
H: -3.138320 3.076412 -1.008331  0.00
H: -4.940648 3.477048 -2.502579  0.00
H: -4.668417 2.671975 -4.049073  0.00
H: -5.891285 2.054193 -2.947838  0.00
H: -4.367322 -0.060294 -3.630652  0.00
H: -2.608585 -1.532604 -2.759475  0.00
H: -2.669762 -2.693833 -0.491444  0.00
H: -2.141790 -5.002850 0.188296  0.00
H: -0.619986 -6.665919 0.955514  0.00
H: 0.752055 -6.648001 -0.148621  0.00
H: 0.971050 -6.161218 1.527167  0.00
H: 2.010464 -4.068339 0.383435  0.00
H: 2.742520 -2.201834 -2.185769  0.00
H: 4.875166 -1.795661 -0.021989  0.00
H: 3.897596 -3.259293 -0.193955  0.00
H: 5.013633 -2.785194 -1.467362  0.00
H: 4.295397 0.349952 -1.488355  0.00
H: 4.702344 -0.752923 -2.803026  0.00
H: 3.175102 0.113323 -2.834118  0.00
H: 1.407555 -0.178731 1.724256  0.00
H: 3.685484 -2.211495 1.934025  0.00
H: 2.912512 -1.354806 3.258243  0.00
H: 1.981572 -2.512540 2.313302  0.00
H: 4.362250 0.151479 0.992943  0.00
H: 3.115473 1.366540 0.705606  0.00
H: 3.537305 0.888625 2.357345  0.00
O: 2.677905 3.026577 -3.562854  0.01
Se: 1.485725 2.583037 -2.621204  0.01
O: 0.224956 3.544234 -2.303014  0.01
O: 1.917047 1.891887 -1.132687  0.00
O: 0.702589 1.074555 -3.060988  0.00

Force components x, y, z for each atom (eV/Å):
V 0.8756 -0.0294 0.0565
C 0.0035 0.0015 -0.0076
C -0.0487 0.0241 -0.0264
C 0.0427 -0.0258 0.0252
P 0.0375 -0.0747 0.1384
C -0.0053 0.0408 -0.0780
C 0.0001 0.0208 0.0117
C 0.0102 0.0054 0.0052
C -0.0633 -0.1006 -0.1421
C 0.0060 -0.0143 0.0354
C -0.0424 0.0401 -0.0219
C 0.0231 0.0119 0.0075
C 0.0357 -0.1018 -0.0122
C 0.0091 0.0581 -0.0277
C -0.0513 0.0481 -0.0095
N -0.3220 -0.0224 -0.0783
C -0.0950 -0.1691 0.1423
C 0.1318 -0.0363 0.0091
C -0.1650 0.0622 -0.0328
C 0.1595 -0.1034 0.0401
C 0.0146 0.0437 -0.0154
C -0.0788 0.0001 -0.0074
C -0.0755 -0.1056 0.0383
P 0.0883 0.0945 -0.0410
C -0.0260 0.0314 0.0178
C 0.0150 0.0155 -0.0123
C 0.0026 -0.0710 -0.0328
C -0.0367 0.0292 -0.0247
C 0.0263 -0.0158 -0.0043
C 0.0385 0.0096 -0.0111
H 0.0050 0.0018 -0.0034
H -0.0029 0.0028 -0.0058
H 0.0061 0.0001 0.0022
H -0.0029 -0.0056 -0.0015
H -0.0041 0.0019 -0.0127
H -0.0026 0.0092 0.0041
H 0.0030 0.0029 -0.0039
H -0.0032 -0.0065 0.0134
H -0.0025 0.0009 -0.0018
H 0.0129 -0.0002 0.0054
H -0.0095 -0.0121 -0.0122
H -0.0069 -0.0018 0.0054
H 0.0140 -0.0062 -0.0092
H -0.0015 -0.0024 -0.0009
H -0.0174 0.0012 -0.0049
H 0.0004 -0.0001 0.0006
H 0.0023 0.0028 -0.0004
H -0.0007 -0.0079 0.0102
H -0.0096 0.0211 -0.0024
H 0.0113 -0.0069 0.0132
H -0.0048 0.0127 -0.0054
H 0.0013 0.0027 -0.0018
H -0.0069 0.0044 0.0016
H -0.0038 -0.0019 -0.0014
H 0.0004 0.0056 0.0017
H 0.0131 -0.0043 0.0026
H 0.0113 0.0034 -0.0100
H -0.0026 -0.0147 -0.0050
H -0.0032 -0.0095 -0.0006
H -0.0001 0.0008 -0.0004
H -0.0053 0.0278 0.0038
H 0.0051 -0.0211 0.0232
H -0.0152 0.0425 -0.0069
H 0.0258 0.0145 0.0180
H -0.0212 0.0127 0.0058
H -0.0016 0.0005 0.0049
H -0.0043 -0.0059 0.0059
H 0.0037 0.0047 0.0159
H -0.0198 -0.0109 0.0096
H -0.0018 -0.0056 0.0060
O 0.0469 -0.1136 0.0008
Se -0.6716 0.2772 -0.1515
O 0.4070 -0.0047 -0.1621
O -0.2388 -0.1943 0.0461
O -0.0145 0.3150 0.2621

C9H26N4O2 | ωB97M-V with the def2-TZVPD basis set

Properties
HOMO-LUMO gap in eV: 8.38
Total charge: +2
E_HOMO in eV: -14.684

Each line ends with the Löwdin charge.
Geometry (Å):
C: 2.229549 -0.304734 1.447896  -0.03
C: 3.575812 1.011020 -0.123949  0.01
C: -2.688709 -1.162750 -0.108355  -0.24
C: -3.819122 1.073904 0.312756  -0.16
C: 2.278585 -1.002867 -0.914014  -0.08
C: -1.916301 -2.273255 0.593420  -0.25
C: -3.293876 2.009400 -0.794769  -0.15
C: 2.237688 0.172461 0.028140  -0.43
C: 0.912321 0.951051 -0.420853  -0.28
N: 0.981537 2.215018 -0.707620  0.25
N: -0.243837 0.326234 -0.310907  0.19
N: 3.516494 -1.993683 -0.781286  0.23
N: -2.926124 -0.008777 0.745375  -0.08
O: -0.751232 -1.858811 1.217909  -0.09
O: -1.953999 2.533349 -0.512839  -0.11
H: 1.624841 -1.139134 1.561820  0.05
H: 1.795431 0.416891 2.161293  0.13
H: 3.225596 -0.515581 1.776430  0.10
H: 4.403279 0.434640 -0.314772  0.05
H: 3.592858 1.724559 -0.909066  0.07
H: 3.467985 1.572767 0.860180  0.14
H: -3.663094 -1.681119 -0.513719  0.17
H: -2.044499 -0.919488 -1.026513  0.12
H: -4.726185 0.641324 -0.160816  0.14
H: -4.018556 1.493583 1.228911  0.10
H: 2.262003 -0.730920 -1.945493  0.14
H: 1.372105 -1.613034 -0.725366  0.14
H: -2.475484 -2.700358 1.392068  0.12
H: -1.661322 -3.091862 -0.173509  0.16
H: -3.224937 1.423239 -1.680799  0.11
H: -4.032873 2.771952 -0.859644  0.12
H: 0.200432 2.850970 -0.954734  0.15
H: 1.886136 2.568484 -0.972461  0.12
H: -1.164742 0.904925 -0.287690  0.12
H: -0.231577 -0.499756 0.362449  0.09
H: 4.389773 -1.652550 -1.259942  0.19
H: 3.122470 -2.696419 -1.425161  0.17
H: 3.527811 -2.420379 0.167371  0.18
H: -2.848003 -0.418564 1.655523  0.11
H: -0.918266 -1.442508 2.054599  0.10
H: -1.999954 3.030794 0.318118  0.12

Force components x, y, z for each atom (eV/Å):
C -0.6891 1.5140 0.8514
C -4.2185 1.9268 2.2015
C -0.7595 -0.7496 -2.4514
C 0.4168 -2.4330 -1.4258
C -0.2833 -1.2512 0.5022
C -1.0801 -1.2244 -1.3334
C 0.9622 -0.8390 2.1317
C 1.0597 1.0964 -2.1034
C -0.2950 -1.0203 1.7302
N 0.5590 1.7034 -1.1850
N 0.0966 0.2713 1.1933
N -2.1723 0.4658 -1.1827
N 1.7043 -1.2778 -1.8839
O 2.6401 0.5276 -0.2963
O -0.7530 -0.1340 0.0240
H -1.0858 -1.9361 0.2367
H 0.4270 0.0828 -0.3785
H 0.6267 -0.1744 0.2487
H 2.0512 -1.4899 0.5036
H -0.2598 0.7220 -0.8890
H 1.5562 -0.4285 -1.3017
H 1.5540 1.0407 0.6305
H -1.2309 -0.0465 0.9286
H 0.0412 0.2564 0.5797
H -1.0630 1.8861 1.7249
H 0.1686 0.3164 -0.7668
H 0.7197 -0.1391 -0.1658
H -1.1170 -0.7302 0.2824
H -0.3523 1.2255 1.2442
H 0.2022 -0.0434 -0.9263
H -0.3369 0.8850 -0.4929
H 0.2083 -1.1273 0.2972
H 0.0752 0.2539 0.1948
H 1.7705 -0.7560 -0.0694
H -0.4306 0.6275 -1.1443
H -0.6948 -0.3426 1.3565
H 0.7465 -0.3975 0.3727
H 0.8437 0.4894 -0.7034
H -1.1552 1.2376 0.9278
H -0.3292 0.0463 0.7318
H -0.1234 -0.0344 -0.1943

Among the records above, which one has the highest total charge? C9H26N4O2

The lowest total charge belongs to which entry? CHBrClNO

Number 2 is which compound? C26H40NO4P2SeV